This record from the Open Molecules 2025 dataset describes an isolated molecule of C3HClFNOS in a non-equilibrium geometry. The level of theory is ωB97M-V with the def2-TZVPD basis set.

Structure (SMILES) ... F[C@]1(Cl)C=NOC1=S
Frontier orbital gap ... 0.3103 Ha
Energy above the lowest of the compared OMol25 structures with the same formula, charge and spin ... 141.4 kJ/mol
F_max ... 1.1 eV/Å

Last column: Mulliken charge in e.
Geometry (Å):
N -1.358 -0.734 -0.822  -0.27
O -0.487 -1.613 -0.085  -0.17
S 1.598 -1.579 1.511  -0.22
C 0.290 0.538 0.170  1.13
H -1.357 1.352 -1.099  0.40
C -0.930 0.454 -0.671  -0.40
C 0.488 -0.920 0.532  -0.12
Cl 1.638 1.174 -0.809  -0.12
F 0.118 1.328 1.274  -0.22

Cartesian forces (eV/Å) of the 2 atoms listed first:
0.25 0.51 0.07
-0.12 0.21 -0.17

=====

This record from the Open Molecules 2025 dataset describes a cluster of 17 separate species, C46H75N20O4 in total in a non-equilibrium geometry. The level of theory is ωB97M-V with the def2-TZVPD basis set.

Charge ... +1
Frontier orbital gap ... 0.2528 Ha
F_max ... 14.1 eV/Å

Last column: Mulliken charge in e.
Geometry (Å):
O 0.062 1.156 -1.698  -0.21
H 0.149 3.370 3.202  0.31
N -8.620 2.624 -5.469  -0.49
C 1.352 3.365 -5.805  0.64
H 5.417 1.498 6.972  0.25
H 4.603 5.318 4.006  0.39
C 1.696 2.892 4.587  0.46
H -0.462 -5.149 8.830  0.40
N -2.754 5.836 -3.041  -0.63
C -8.230 2.906 -4.418  0.42
H -0.215 -0.110 7.857  0.33
C -1.894 5.349 -3.649  0.12
H -0.705 3.657 -4.179  0.29
H 0.634 0.541 -3.644  0.18
H 5.260 3.834 3.322  0.21
N -2.641 -2.886 -0.763  -0.41
O -3.092 4.165 0.868  -0.56
H 0.385 -1.508 6.971  0.25
H -0.926 10.061 -4.328  0.27
C -0.922 9.759 -3.276  -0.86
N -1.281 -2.674 9.439  -0.43
H -0.409 2.573 4.670  0.31
C -0.489 -1.102 7.488  -0.76
H 1.262 -7.042 -0.060  0.37
H 1.810 -0.090 -2.258  0.31
H 2.281 2.786 -7.633  0.36
C -0.798 4.719 -4.423  -0.56
H -0.630 -4.744 7.124  -0.06
C -5.412 -7.196 4.761  -0.88
C 8.113 -8.122 1.553  -0.57
H -4.894 4.169 -0.307  0.21
N 4.097 0.027 1.076  -0.42
C 6.575 2.643 5.598  0.41
N -0.849 -1.175 -1.711  0.46
C 4.512 4.618 3.171  -0.20
H -0.396 -6.496 -0.293  0.22
H -4.754 -8.067 4.699  0.29
H -0.430 -3.192 -2.313  0.47
H 8.395 -3.720 -1.268  0.32
C -3.232 0.429 -2.666  0.59
H 4.188 -2.473 3.064  0.32
H -1.959 9.783 -2.928  0.27
H -2.886 -4.066 3.606  0.38
H 2.803 1.232 -0.869  0.09
H 3.407 3.180 -6.336  0.28
H 2.524 1.657 -6.303  0.24
O 2.048 1.928 -2.832  -0.35
N -4.880 -5.444 2.880  -0.45
H 6.492 2.671 7.727  0.27
H -2.317 -3.684 -1.352  0.28
H 4.015 1.061 -2.309  0.18
C 3.152 1.714 -1.886  -0.02
H -4.439 1.003 -0.822  0.35
C 9.397 -8.783 1.820  0.28
H -7.714 3.422 -7.098  0.39
C -0.933 -1.983 8.579  0.40
H -1.273 -0.963 6.738  0.23
C -0.933 -5.461 7.893  -0.49
H -3.016 0.521 -7.599  0.29
H -4.499 2.606 0.630  0.27
C -4.086 1.530 -1.816  -0.59
H -5.287 -6.766 5.759  0.27
N 6.705 -4.857 1.195  -0.43
C 0.503 -2.939 -0.287  -0.09
C 3.811 3.163 -1.438  -0.31
N 0.151 7.386 -2.955  -0.38
H 5.464 -2.747 1.882  0.17
H -6.441 -7.561 4.692  0.34
C -3.251 2.844 -1.359  0.60
C 2.439 2.719 -6.552  -1.14
C -6.592 4.609 -8.466  0.15
C 0.120 -2.313 -1.751  -0.89
N -0.403 -8.205 2.407  -0.37
C -3.900 0.064 -7.144  -1.01
H -5.978 3.141 -7.047  -0.03
C -7.733 3.264 -3.083  -0.74
H -0.974 4.797 -5.500  0.32
H -3.420 3.671 -2.189  -0.13
H 0.164 5.193 -4.212  0.44
C 4.431 -2.408 1.999  -0.71
N -5.117 1.724 -5.512  -0.39
H -3.817 0.287 -3.686  -0.19
H 3.530 4.146 3.251  -0.14
C 0.662 -3.038 1.062  -0.24
C 7.519 -3.304 -0.761  -0.85
H -3.668 -2.945 -0.642  0.28
C -5.114 -6.215 3.708  0.48
H -4.303 -1.231 -1.749  0.35
N 6.712 3.172 4.580  -0.47
C 7.063 -4.172 0.333  0.47
C -4.580 0.992 -6.231  0.50
C -0.404 0.001 -0.908  -0.67
H 1.075 -2.110 -2.411  0.47
C -6.742 3.913 -7.180  -0.30
C -2.110 -4.779 3.898  -0.66
O 4.895 3.472 -2.368  -0.57
C -0.562 -6.835 7.531  0.19
H -2.557 4.819 0.341  0.32
N -6.474 5.156 -9.477  -0.40
H 4.201 3.116 -0.345  0.10
H 0.663 -5.642 0.826  -0.11
H -7.578 2.378 -2.460  0.21
H -0.376 10.527 -2.721  0.29
H 8.247 -7.179 1.016  0.08
C -0.321 8.431 -3.097  0.38
H -2.540 -5.430 4.665  0.21
C 0.388 -6.635 0.458  -0.32
C -4.025 3.443 -0.026  -0.36
C 4.686 5.291 1.877  0.24
H -2.014 -5.356 8.025  0.30
C 4.244 -1.045 1.482  0.43
H 0.405 -0.192 -0.107  0.34
H -1.899 -5.404 3.025  0.29
H 7.149 1.187 7.043  0.30
N 0.495 3.871 -5.207  -0.25
H -2.163 0.754 -2.960  -0.04
C -0.902 -4.098 4.381  0.32
H 3.794 -3.128 1.478  0.17
N 0.052 -3.560 4.762  -0.52
H -2.130 2.662 -1.134  -0.03
H 0.697 -3.043 2.244  0.35
N 10.408 -9.302 2.031  -0.34
H 2.971 3.957 -1.506  0.30
N -3.328 -0.871 -1.919  -0.19
C -2.252 -1.598 -1.466  0.04
C -0.055 -7.514 1.548  0.23
H -5.088 1.776 -2.384  -0.20
C 0.407 2.607 3.942  -0.75
H 7.576 -7.894 2.478  0.26
H 5.059 4.452 -2.345  0.34
N -0.270 -7.917 7.245  -0.40
H -4.557 -0.254 -7.959  0.33
H -1.350 0.394 -0.324  0.22
H -6.777 3.794 -3.137  0.18
H 6.741 -3.168 -1.518  0.26
H -8.435 3.914 -2.552  0.41
H -6.655 4.603 -6.335  0.25
H 7.455 -8.750 0.944  0.27
H 0.419 1.644 3.424  0.16
N 4.822 5.821 0.858  -0.47
N 2.710 3.116 5.094  -0.43
C 1.132 0.777 -2.619  -0.32
C 6.401 1.970 6.892  -0.82
H 7.796 -2.310 -0.399  0.29
H -3.566 -0.840 -6.626  0.31

Cartesian forces (eV/Å) of the 2 atoms listed first:
0.37 -2.51 0.14
0.20 0.00 0.16

=====

What HOMO values result from the calculations? In sequence: -9.674, -10.973 eV.